This record from the OMol25 dataset describes a 3-piece molecular cluster, C3H10N2O3 overall. The level of theory is wB97M-V/def2-TZVPD.

Geometry (Å):
C1 1.228 1.728 1.103
C2 1.045 -0.486 -0.936
N1 1.889 -1.298 -0.262
O1 1.071 0.691 1.688
O2 1.352 0.534 -1.491
H1 -1.033 -0.253 1.779
H2 2.800 -0.946 -0.022
H3 1.507 -2.058 0.273
H4 0.390 2.362 0.775
H5 2.224 2.137 0.873
C3 -1.174 -0.327 -1.699
N2 -2.049 -0.245 1.839
O3 -0.197 -1.011 -0.923
H6 -2.429 -0.956 1.215
H7 -2.356 0.651 1.470
H8 -1.786 0.301 -1.050
H9 -0.683 0.273 -2.439
H10 -1.799 -1.098 -2.194

Forces on the atoms, in the same order (eV/Å):
0.06 0.34 -0.03
-0.09 -0.88 0.27
0.20 -0.19 -0.04
-0.01 0.01 0.15
0.23 0.84 -0.26
-0.20 -0.07 -0.07
-0.17 0.00 -0.04
0.03 0.09 0.03
-0.16 -0.11 -0.03
0.11 -0.11 0.03
-0.60 -0.61 -0.11
-0.12 0.02 -0.19
-0.06 -0.18 0.04
0.27 0.16 0.19
0.02 -0.08 0.11
0.03 -0.07 -0.06
0.14 0.37 -0.41
0.34 0.47 0.40

As for the net charge: 0. The HOMO-LUMO gap is 10.58 eV. As for the SMILES: COC(N)=O.C=O.N. Its relative energy (zero: lowest compared OMol25 entry of this formula, charge and spin) is 99.6 kJ/mol.


This record from the OMol25 dataset describes a 3-piece molecular cluster, C3H10N2O3 overall in a non-equilibrium geometry. The level of theory is wB97M-V/def2-TZVPD.

Geometry (Å):
O1 2.481 -0.044 -1.267
C1 2.095 -0.420 -0.189
N1 2.445 -1.533 0.516
C2 -2.569 -0.240 0.719
O2 -2.353 0.743 -0.203
C3 1.219 0.534 0.661
N2 0.529 1.543 -0.074
H1 2.925 -2.176 -0.129
H2 -3.171 0.125 1.550
H3 -3.098 -1.058 0.206
H4 -1.645 -0.661 1.129
H5 1.889 0.987 1.420
H6 0.562 -0.071 1.287
H7 0.831 1.461 -1.062
H8 -0.493 1.427 0.021
H9 0.323 -0.297 -1.615
H10 -1.355 0.029 -1.213
O3 -0.616 -0.348 -1.756

Forces on the atoms, in the same order (eV/Å):
0.06 -0.18 -0.78
0.04 1.22 0.75
0.24 -0.24 -0.20
0.21 0.33 0.74
-0.43 0.13 0.37
0.10 -0.18 1.25
-0.08 -3.09 -0.86
-0.09 -0.09 0.10
-0.49 -0.05 -0.10
-0.21 -0.07 -0.06
0.17 -0.24 -0.27
0.19 0.06 -0.23
-0.38 0.27 0.01
0.07 1.33 0.05
-0.04 1.17 0.00
-0.09 0.07 0.37
1.63 0.08 -0.07
-0.88 -0.52 -1.06

As for the net charge: +1. The HOMO-LUMO gap (alpha / beta) is 6.58 / 7.93 eV. The spin multiplicity is 2. Its relative energy (zero: lowest compared OMol25 entry of this formula, charge and spin) is 601.4 kJ/mol.


This record from the OMol25 dataset describes an isolated ion of composition C3H10N2OPS and charge +1 in a non-equilibrium geometry. The level of theory is wB97M-V/def2-TZVPD.

Geometry (Å):
C1 -0.060 -0.761 -2.409
C2 0.735 0.088 2.455
C3 -0.410 -0.388 1.591
N1 -0.819 -0.519 -1.324
N2 1.217 -0.556 -2.580
O1 -1.709 1.369 0.066
P1 -0.294 0.638 0.128
S1 1.329 1.616 -0.179
H1 -0.614 -1.251 -3.209
H2 1.786 -0.419 2.411
H3 0.866 1.189 2.161
H4 0.446 -0.009 3.545
H5 -1.444 -0.264 2.201
H6 -0.416 -1.485 1.296
H7 -1.804 -0.588 -1.504
H8 1.582 -0.712 -3.497
H9 1.602 -0.074 -1.692
H10 -1.995 2.126 0.539

Forces on the atoms, in the same order (eV/Å):
-1.51 -0.63 0.07
1.75 0.63 2.07
-1.68 -1.86 0.96
2.62 1.52 0.60
-1.24 0.83 3.13
0.35 -1.29 -1.30
-1.94 -0.66 -1.67
-0.49 -0.35 -0.51
0.18 0.21 -0.14
-2.10 0.76 -0.55
0.24 -1.56 1.38
0.31 0.34 -1.23
2.26 0.08 -1.84
0.27 1.25 0.33
-0.42 -0.09 0.18
0.81 0.07 -0.08
0.55 -0.51 -2.25
0.02 1.24 0.86

As for the net charge: +1. The HOMO-LUMO gap is 10.34 eV. As for the SMILES: CC[P@@](O)(=S)NC=[NH2+]. Its relative energy (zero: lowest compared OMol25 entry of this formula, charge and spin) is 27.2 kJ/mol.


This record from the OMol25 dataset describes a 2-piece molecular cluster, C3H10N2OS overall in a non-equilibrium geometry. The level of theory is wB97M-V/def2-TZVPD.

Geometry (Å):
C1 1.124 -0.079 1.124
C2 1.198 -0.243 -1.461
C3 0.941 0.634 -0.186
N1 -1.586 -1.394 0.179
N2 -1.847 1.180 0.612
O1 0.781 1.864 -0.099
S1 -1.662 0.080 -0.654
H1 0.628 0.499 1.889
H2 2.135 -0.190 1.471
H3 0.780 -1.202 1.139
H4 0.963 0.429 -2.190
H5 2.273 -0.334 -1.480
H6 0.665 -1.129 -1.532
H7 -0.609 -1.642 0.150
H8 -2.064 -2.189 -0.090
H9 -1.098 1.906 0.683
H10 -2.622 1.810 0.446

Forces on the atoms, in the same order (eV/Å):
-1.04 -2.52 0.48
1.49 2.72 2.70
0.54 0.44 0.78
2.13 1.79 0.62
0.02 1.63 0.03
0.52 -2.05 -1.34
-0.99 0.02 0.30
-0.39 -0.12 0.28
0.90 0.35 -0.38
0.41 2.24 -0.03
-0.80 1.40 -2.63
0.46 -0.62 -0.06
-0.74 -1.62 0.12
0.09 -0.36 0.40
-1.98 -1.27 -1.01
0.20 -1.44 -0.24
-0.81 -0.59 0.01

As for the net charge: 0. The HOMO-LUMO gap is 9.64 eV. As for the SMILES: CC(C)=O.NSN. Its relative energy (zero: lowest compared OMol25 entry of this formula, charge and spin) is 251.7 kJ/mol.


This record from the OMol25 dataset describes a 2-piece molecular cluster, C3H10N2OS overall. The level of theory is wB97M-V/def2-TZVPD.

Geometry (Å):
C1 1.079 -0.417 -1.069
C2 2.896 -0.097 0.676
C3 1.433 -0.014 0.330
N1 0.498 0.332 1.100
N2 -3.882 0.909 -0.196
O1 -2.330 -1.088 0.228
S1 -3.261 -0.445 -0.978
H1 0.002 -0.419 -1.215
H2 1.469 -1.411 -1.280
H3 1.531 0.278 -1.777
H4 3.034 -0.721 1.559
H5 3.470 -0.520 -0.146
H6 3.287 0.894 0.902
H7 -1.538 -0.556 0.406
H8 0.784 0.597 2.039
H9 -3.603 1.791 -0.600
H10 -4.867 0.887 0.021

Forces on the atoms, in the same order (eV/Å):
-0.15 0.01 -0.03
-0.01 0.10 0.23
0.15 -0.30 -0.45
-0.76 0.14 0.26
-0.09 -0.12 -0.54
-0.22 -0.33 -0.11
0.30 0.49 0.80
0.01 0.04 -0.03
0.08 -0.08 -0.08
0.09 0.00 -0.10
0.04 -0.01 0.03
0.06 0.01 0.01
0.05 0.05 0.01
0.13 0.23 -0.09
0.27 -0.06 0.00
0.05 -0.04 0.07
0.02 -0.11 0.04

As for the net charge: 0. The HOMO-LUMO gap is 9.29 eV. As for the SMILES: CC(C)=N.NSO. Its relative energy (zero: lowest compared OMol25 entry of this formula, charge and spin) is 160.7 kJ/mol.


This record from the OMol25 dataset describes one molecule with the formula C3H10N2OS in a non-equilibrium geometry. The level of theory is wB97M-V/def2-TZVPD.

Geometry (Å):
C1 0.920 -1.020 -0.801
C2 -1.692 -0.519 -0.692
C3 -0.350 -0.263 0.018
N1 -0.395 -0.440 1.425
N2 1.128 1.675 1.003
O1 0.083 1.741 -1.401
S1 -0.252 1.577 0.006
H1 0.656 -1.438 -1.793
H2 1.303 -1.831 -0.241
H3 1.714 -0.260 -0.881
H4 -2.454 -0.625 -0.038
H5 -1.790 0.242 -1.395
H6 -1.689 -1.540 -1.165
H7 0.410 -0.294 1.991
H8 -0.726 -1.376 1.569
H9 2.002 2.027 0.657
H10 1.134 2.345 1.739

Forces on the atoms, in the same order (eV/Å):
-1.36 1.94 0.21
3.14 -2.64 -0.52
2.25 -3.01 -1.76
-1.43 -1.50 0.22
1.13 -0.96 1.21
0.14 -0.45 -2.93
-0.04 4.79 1.98
-0.13 0.72 0.49
0.30 -0.87 0.98
-0.24 -0.49 -0.24
-2.57 0.52 2.27
-0.74 1.00 -1.44
0.39 1.05 -0.05
0.89 0.23 -0.33
-0.36 -0.42 0.55
0.24 -0.37 -1.99
-1.59 0.46 1.36

As for the net charge: 0. The HOMO-LUMO gap (alpha / beta) is 4.98 / 7.28 eV. The spin multiplicity is 3. Its relative energy (zero: lowest compared OMol25 entry of this formula, charge and spin) is 119.8 kJ/mol.


Which value of relative energy (zero: lowest compared OMol25 entry of this formula, charge and spin) does entry 5 give? 160.7 kJ/mol